No. 1
The following is a quantum chemistry calculation of a molecular structure, C4H5HgO, from the OMol25 dataset.

Calculated values
* LUMO energy (alpha / beta): 3.996 / 2.191 eV
* total charge: -1
* HOMO energy (alpha / beta): -1.7 / -3.6 eV
* 2S+1: 3
* gap between HOMO and LUMO (alpha / beta): 5.67 / 5.80 eV

XYZ file:
```
11
Properties=species:S:1:pos:R:3:forces:R:3:lowdin_charge:R:1
H 1.6335 -0.1650 0.6503 -3.23 0.40 0.16 0.06
C -0.6167 2.6264 0.0529 0.21 -4.10 -1.14 0.08
C -1.0384 1.3947 0.4178 -1.26 1.74 0.61 -0.29
C -0.7143 0.0682 -0.2656 0.37 0.97 -0.54 -0.29
C 0.2777 -0.7011 0.5591 4.81 0.07 0.15 -0.50
O 0.6110 -1.8816 0.1944 -2.16 -0.90 0.14 -0.62
H 0.0129 2.5280 -0.8654 -0.03 1.51 0.57 0.03
H -1.7655 1.2657 1.2400 0.55 0.17 -0.09 0.08
H -0.2901 0.2620 -1.2727 -0.12 -0.06 0.19 0.09
H -1.6130 -0.5580 -0.4154 0.23 0.34 0.24 0.10
Hg 2.6937 -2.4151 -0.7826 0.64 -0.14 -0.28 0.26
```
Forces are in eV/Å.

No. 2
The following is a quantum chemistry calculation of a molecular structure, C3H6AsF7O3Rb, from the OMol25 dataset.

Calculated values
* LUMO energy (alpha / beta): -0.597 / -5.524 eV
* HOMO energy (alpha / beta): -11.9 / -11.9 eV
* 2S+1: 2
* gap between HOMO and LUMO (alpha / beta): 11.26 / 6.33 eV

XYZ file:
```
21
Properties=species:S:1:pos:R:3:forces:R:3:lowdin_charge:R:1
Rb -0.0456 -1.1758 -1.0560 -0.13 -0.37 -0.32 1.00
As -1.8481 -2.9488 -4.2804 -0.25 -0.50 -1.18 0.94
F -1.0595 -4.1239 -5.3963 -0.69 1.72 1.18 -0.29
F -0.2898 -2.0975 -3.8768 -1.05 -0.53 -0.38 -0.39
F -2.6392 -1.7642 -3.1695 0.90 -1.06 -0.34 -0.33
F -3.4166 -3.7020 -4.5547 1.27 0.41 0.50 -0.27
F -1.3985 -4.1323 -2.9359 -0.83 1.80 -1.15 -0.33
F -2.2170 -1.7916 -5.6625 0.95 -1.51 1.94 -0.31
F -0.4357 1.3183 -2.4510 -0.03 0.13 -0.09 -0.02
C 0.3514 3.0783 1.4964 -1.51 0.42 -0.79 -0.05
O 0.9137 2.2199 2.4689 0.97 -1.30 0.72 -0.03
C 1.3036 0.9252 2.2001 -2.03 0.60 -3.43 -0.51
O 1.2150 0.4509 1.0336 0.51 1.02 3.38 -0.05
O 1.6112 0.2109 3.2514 -0.34 -0.29 -0.15 0.03
C 1.8288 0.7809 4.5709 1.11 0.47 -0.47 0.02
H 1.0324 3.7400 0.9612 0.45 -0.57 0.11 0.10
H -0.3856 3.7345 1.9595 0.48 0.08 0.88 0.10
H -0.3421 2.5852 0.8152 0.69 -0.65 -0.37 0.09
H 2.8719 0.5161 4.7438 0.06 0.51 0.21 0.10
H 1.2872 0.3211 5.3975 -0.66 -0.17 -0.72 0.10
H 1.6625 1.8547 4.4847 0.13 -0.22 0.49 0.10
```
Forces are in eV/Å.

No. 3
The following is a quantum chemistry calculation of 8 unconnected molecules or ions with the total composition C16H51N3O8, from the OMol25 dataset.

Calculated values
* LUMO energy: 0.417 eV
* HOMO energy: -8.2 eV
* gap between HOMO and LUMO: 8.61 eV
* SMILES: COC[C@H](C)N.COC[C@H](C)N.COC[C@H](C)N.CCO.CCO.O.O.O

XYZ file:
```
78
Properties=species:S:1:pos:R:3:forces:R:3:lowdin_charge:R:1
C -2.5009 2.3760 -3.8220 -0.67 -0.20 0.32 -0.12
O -2.6504 2.7389 -2.4679 1.23 0.58 1.55 -0.20
C -1.4114 3.2595 -1.8535 -0.78 0.79 0.03 -0.13
C -1.6374 3.7366 -0.3729 -0.36 -0.08 -0.94 -0.42
C -0.4266 4.3270 0.3299 0.11 0.50 -0.44 -0.05
N -2.0025 2.5767 0.3521 -0.82 -1.77 0.73 0.01
H -1.6913 1.6529 -3.9209 0.14 0.11 -0.40 0.08
H -2.4461 3.2321 -4.4945 0.70 0.25 0.06 0.08
H -3.4469 1.9183 -4.1113 0.05 -0.36 0.13 0.09
H -0.6012 2.5319 -1.8053 -0.15 -0.50 -0.26 0.12
H -1.0886 4.0818 -2.4920 0.17 0.24 0.09 0.12
H -2.5135 4.3833 -0.3238 0.26 0.86 -0.45 0.14
H 0.4656 3.7082 0.2340 0.07 0.00 -0.57 0.08
H -0.5444 4.3634 1.4129 -0.58 0.15 0.01 0.06
H -0.2728 5.3408 -0.0398 0.44 -0.01 0.08 0.08
H -2.3402 2.7820 1.2816 0.16 0.22 0.28 0.09
H -2.7737 2.1386 -0.1310 -0.18 -0.34 -0.11 0.08
C -0.4240 -1.5774 -3.1541 0.31 0.45 0.96 -0.10
O 0.9190 -1.7934 -2.8099 1.27 0.33 -0.53 -0.19
C 1.7743 -0.6748 -3.0490 0.27 0.63 0.22 -0.19
C 3.2343 -0.9557 -2.7048 0.55 0.68 1.31 -0.45
C 4.1461 0.3249 -2.7694 -1.34 -0.75 0.61 -0.03
N 3.7884 -1.9942 -3.4935 0.00 -1.13 -2.04 0.03
H -0.9437 -2.3189 -2.5474 -0.48 -0.23 -0.68 0.08
H -0.5976 -1.5697 -4.2302 -0.13 -0.48 -0.10 0.09
H -0.7578 -0.6133 -2.7705 -0.09 0.34 0.09 0.07
H 1.7354 -0.2455 -4.0501 -0.26 -0.60 -0.68 0.12
H 1.4397 0.1642 -2.4388 -0.10 0.10 0.53 0.11
H 3.2434 -1.3521 -1.6894 -0.17 0.69 0.49 0.11
H 3.9532 0.9276 -3.6569 0.19 -0.17 -0.16 0.07
H 5.1951 0.0425 -2.6812 -0.04 -0.02 -0.25 0.07
H 3.9077 0.9290 -1.8940 0.01 0.14 0.00 0.06
H 3.2450 -2.8354 -3.3622 0.03 -0.17 -0.08 0.07
H 4.7566 -2.2188 -3.3136 -0.05 0.25 0.28 0.07
C 2.4290 -0.6812 3.8924 0.02 0.58 -0.69 -0.04
O 1.7413 0.4668 3.2883 1.71 -2.24 -0.13 -0.20
C 1.3517 1.3924 4.2171 -0.03 1.55 0.19 -0.27
C 0.5450 2.4870 3.5286 -0.84 -0.02 1.78 -0.41
C 0.4018 3.6336 4.5472 -0.21 0.07 0.22 -0.07
N -0.8183 2.0467 3.2828 -0.80 -0.33 -0.95 0.05
H 1.7713 -1.2094 4.5826 -0.22 -0.13 -0.26 0.09
H 3.3402 -0.4553 4.4462 -0.07 0.88 0.24 0.08
H 2.8274 -1.3024 3.0902 -0.72 -0.16 -0.19 0.09
H 0.7910 0.8917 5.0064 -0.29 0.20 0.33 0.13
H 2.1630 1.9710 4.6589 0.77 -0.56 0.34 0.12
H 1.1145 2.8077 2.6563 -0.43 -0.05 -0.31 0.14
H -0.1124 3.2694 5.4366 0.44 -0.54 0.37 0.08
H -0.3254 4.4085 4.3047 0.41 0.19 -0.90 0.07
H 1.3648 4.0582 4.8310 -0.11 0.14 0.03 0.08
H -1.1362 1.5224 4.0854 -0.06 0.35 0.63 0.08
H -0.9011 1.3176 2.5887 0.49 0.00 -0.68 0.05
C -2.7178 -3.8830 0.3533 0.03 0.35 -0.23 -0.08
C -3.5241 -4.3273 -0.8496 1.29 -0.14 0.65 -0.31
O -4.3429 -3.2239 -1.1805 -0.55 -0.17 -0.16 -0.08
H -2.1714 -2.9643 0.1398 0.29 -0.10 -0.04 0.06
H -2.0075 -4.6427 0.6797 -0.18 0.04 0.08 0.07
H -3.4410 -3.6278 1.1279 0.16 -0.20 0.30 0.09
H -4.0032 -5.2445 -0.5069 -0.88 0.05 -0.45 0.11
H -2.8907 -4.5853 -1.6982 0.15 -0.02 -0.05 0.11
H -4.6840 -3.3609 -2.0673 -0.16 0.10 -0.06 0.10
C 0.9036 -4.1546 1.3234 0.65 -0.18 -0.13 -0.08
C 1.0131 -2.9402 0.4060 -0.50 -0.64 -0.12 -0.34
O 2.3369 -2.5516 0.2220 1.12 -0.60 0.55 -0.09
H 1.6624 -4.0041 2.0913 -0.16 -0.04 0.32 0.07
H 1.1576 -5.1033 0.8505 0.02 0.03 -0.25 0.07
H -0.0794 -4.2734 1.7792 0.03 0.20 0.01 0.05
H 0.4413 -2.1580 0.9052 -0.19 0.37 -0.37 0.10
H 0.6877 -3.1428 -0.6144 -1.04 -0.07 0.10 0.10
H 2.3357 -1.5962 0.1283 0.17 0.66 0.17 0.01
O 2.1355 0.1316 0.4484 0.91 0.14 -0.56 -0.04
H 1.2126 0.2314 0.2152 -0.96 0.01 -0.06 0.00
H 2.1868 0.4271 1.3574 -0.09 0.05 0.54 0.02
O -0.6462 0.2767 0.3639 1.38 -1.20 0.25 -0.08
H -1.4083 -0.2037 0.0403 -0.39 -0.08 -0.19 -0.01
H -0.9635 1.1704 0.4942 -0.57 1.11 -0.20 -0.03
O -3.1514 -0.5660 -0.4940 0.16 0.29 0.03 -0.04
H -4.0269 -0.1848 -0.5605 -0.17 0.12 -0.04 0.06
H -3.2952 -1.5101 -0.5591 -0.32 -0.51 -0.19 0.00
```
Forces are in eV/Å.

No. 4
The following is a quantum chemistry calculation of a gas-phase ion, C9H17N3 (charge +2), from the OMol25 dataset.

Calculated values
* LUMO energy: -7.981 eV
* total charge: +2
* HOMO energy: -17.6 eV
* gap between HOMO and LUMO: 9.67 eV
* SMILES: [NH3+]CC[C@@H]1N=C2CCCCC2=[NH+]1

XYZ file:
```
29
Properties=species:S:1:pos:R:3:forces:R:3:lowdin_charge:R:1
N -4.2696 -0.5454 0.5032 -0.64 1.82 -0.18 0.17
C -3.1346 -0.3300 -0.4394 -0.91 -1.83 -0.87 -0.17
C -2.1951 0.6783 0.2003 -0.11 0.94 0.07 -0.11
C -1.0278 0.7443 -0.7818 2.34 -1.17 2.83 -0.28
N -0.3700 -0.5406 -0.8419 0.65 -0.69 0.18 0.18
C 0.8716 -0.4592 -0.4961 -1.08 0.42 0.69 -0.14
C 1.7967 -1.5935 -0.1066 1.31 -1.88 -1.04 -0.08
C 3.2103 -1.2311 0.5183 -3.31 3.48 -1.91 -0.11
C 3.5237 0.1224 -0.1324 -0.78 1.51 2.20 -0.16
C 2.5464 1.2551 0.3585 0.43 2.44 1.13 -0.07
C 1.1774 0.9887 -0.1671 -0.42 -1.42 1.20 -0.06
N 0.0410 1.6338 -0.2986 1.44 0.00 0.12 0.21
H -3.8023 -0.6184 1.4717 -2.08 0.18 -1.39 0.22
H -4.8984 -1.2841 0.2144 0.39 -1.32 0.49 0.17
H -4.9279 0.2363 0.2428 0.76 -0.06 1.93 0.20
H -3.5960 -0.1159 -1.4624 0.93 0.19 1.36 0.18
H -2.7292 -1.3714 -0.5062 0.53 1.24 -0.21 0.15
H -2.5707 1.7115 0.4187 -0.39 -0.69 -1.04 0.15
H -1.9575 0.4264 1.2590 0.60 -0.67 -0.85 0.15
H -1.3093 0.9863 -1.7415 -0.92 0.97 -2.21 0.15
H 1.3322 -2.3069 0.5905 -0.51 0.46 -0.36 0.13
H 2.0687 -2.2558 -1.0038 -0.81 1.12 0.87 0.16
H 3.0851 -1.1453 1.5547 0.42 -0.11 1.55 0.10
H 3.8992 -1.8904 0.1682 1.91 -2.21 -0.36 0.09
H 3.4183 0.0484 -1.1596 -0.07 -0.27 -2.25 0.10
H 4.4728 0.5719 0.0404 1.09 -0.25 0.32 0.12
H 2.8067 2.3614 0.0610 -0.01 -2.09 0.27 0.17
H 2.6540 1.3328 1.5482 -0.91 -0.33 -2.38 0.20
H -0.1158 2.5905 -0.0126 0.15 0.24 -0.16 0.19
```
Forces are in eV/Å.

No. 5
The following is a quantum chemistry calculation of 2 unconnected molecules or ions with the total composition C3H11NO2, from the OMol25 dataset.

Calculated values
* LUMO energy (alpha / beta): -3.734 / -8.497 eV
* total charge: +1
* HOMO energy (alpha / beta): -14.0 / -14.0 eV
* 2S+1: 2
* gap between HOMO and LUMO (alpha / beta): 10.26 / 5.50 eV

XYZ file:
```
17
Properties=species:S:1:pos:R:3:forces:R:3:lowdin_charge:R:1
C -0.4001 -0.2254 -2.5885 0.80 -0.64 0.57 0.01
N 0.2531 0.4229 -1.4328 1.80 -0.22 -3.44 0.12
C 1.3010 -0.2178 -0.6015 0.39 0.53 -1.47 -0.11
C 0.8786 -0.1635 0.8385 -0.33 -0.80 2.82 -0.24
O 1.3890 -1.2876 1.5944 -0.48 -0.74 -2.90 -0.05
H -0.6390 -1.3018 -2.3530 -0.07 1.38 -0.52 0.13
H 0.1279 -0.1044 -3.6120 0.48 -0.44 1.69 0.17
H -1.1547 0.4797 -2.8648 -1.62 -0.12 0.22 0.10
H 0.4386 1.3876 -1.7646 -0.23 -0.13 1.29 0.18
H 1.4088 -1.2508 -0.9519 -0.37 0.07 0.09 0.13
H 2.3214 0.2685 -0.8650 -1.74 -0.37 0.71 0.19
H 1.2428 0.6759 1.3528 1.30 1.37 0.31 0.11
H -0.1794 0.0095 1.1276 -0.12 -0.76 -1.31 0.14
H 1.3241 -2.0348 0.9192 0.21 0.87 1.94 0.12
H -2.8508 1.8537 3.6927 -1.13 5.30 -2.64 -0.04
H -2.7591 0.4158 3.4528 -0.42 -3.02 -2.99 -0.02
O -2.7024 1.0726 4.0557 1.54 -2.28 5.63 0.06
```
Forces are in eV/Å.

No. 6
The following is a quantum chemistry calculation of C4H8OS in the gas phase, from the OMol25 dataset.

Calculated values
* LUMO energy: 0.690 eV
* HOMO energy: -9.3 eV
* gap between HOMO and LUMO: 10.00 eV
* SMILES: CC(=O)CCS

XYZ file:
```
14
Properties=species:S:1:pos:R:3:forces:R:3:lowdin_charge:R:1
C 2.1435 1.2090 -0.0422 1.55 1.45 1.36 -0.04
C 1.6508 -0.2020 0.0059 -0.56 -1.44 0.01 -0.49
O 2.3405 -1.1648 -0.2918 0.01 1.29 0.00 0.07
C 0.2713 -0.5091 0.5461 -1.88 -1.33 -1.34 -0.20
C -0.7943 0.4121 -0.1115 0.87 1.32 0.54 -0.56
S -2.6146 -0.0207 0.0057 1.29 0.34 0.66 0.67
H 2.1837 1.5741 1.0477 -0.36 -0.45 -1.31 0.11
H 3.2237 1.0675 -0.2672 -0.68 0.62 -0.39 0.09
H 1.6557 2.0710 -0.6167 0.46 -1.76 0.52 0.11
H -0.0054 -1.5231 0.1324 0.69 0.66 1.08 0.12
H 0.2516 -0.4856 1.6540 -0.07 -0.03 -0.62 0.13
H -0.5273 1.4063 0.3788 -1.22 -0.73 -1.07 0.08
H -0.6015 0.4526 -1.2097 0.00 0.22 0.93 0.08
H -2.6992 -0.3735 -1.2656 -0.10 -0.16 -0.37 -0.17
```
Forces are in eV/Å.

No. 7
The following is a quantum chemistry calculation of C4H5NO in the gas phase, from the OMol25 dataset.

Calculated values
* LUMO energy: 1.028 eV
* HOMO energy: -10.0 eV
* gap between HOMO and LUMO: 11.02 eV
* SMILES: [H]/N=C/OCC#C

XYZ file:
```
11
Properties=species:S:1:pos:R:3:forces:R:3:lowdin_charge:R:1
H 2.1424 -1.5155 -0.7958 0.37 -0.07 -0.30 0.05
N 1.2636 -1.1571 -0.4682 0.37 -0.07 -0.28 0.11
C 0.5457 -0.6706 -1.3821 0.18 -0.23 0.53 -0.29
O -0.6682 -0.1968 -1.0361 0.21 -0.12 -0.79 -0.07
C -0.9553 -0.2656 0.3574 -0.37 -0.01 0.71 -0.23
C -0.5142 0.9586 1.0381 0.03 0.80 0.20 -0.10
C -0.1737 2.0027 1.5368 -0.24 -0.66 -0.35 0.12
H 0.7843 -0.5915 -2.4630 -0.43 0.07 0.70 0.14
H -2.0390 -0.3846 0.3810 0.03 0.24 0.22 0.13
H -0.5011 -1.1232 0.8823 -0.14 0.24 -0.64 0.12
H 0.1154 2.9437 1.9496 -0.01 -0.20 0.00 0.03
```
Forces are in eV/Å.